1.
The following is a quantum chemistry calculation of C11H18BN6O2Re as an isolated structure, from OMol25.

The geometry in XYZ format:
```
39
Properties=species:S:1:pos:R:3:lowdin_charge:R:1
Re -0.267 0.141 0.197 1.67
C 2.149 0.733 2.257 0.02
O 0.793 1.060 1.779 -0.38
C -0.062 1.642 2.822 -0.10
C -1.335 2.011 2.136 -0.10
O -1.846 0.810 1.441 -0.36
C -2.947 0.082 2.115 0.04
H 2.639 1.660 2.539 0.12
H 2.679 0.253 1.442 0.09
H 2.076 0.065 3.112 0.12
H 0.418 2.524 3.244 0.17
H -0.196 0.895 3.603 0.16
H -1.159 2.760 1.363 0.15
H -2.082 2.403 2.823 0.16
H -3.605 0.815 2.573 0.12
H -2.536 -0.592 2.861 0.11
H -3.489 -0.458 1.348 0.09
N -2.747 -1.500 -2.819 0.11
C -2.570 -1.379 -1.513 -0.05
N -1.477 -0.637 -1.328 -0.05
C -1.039 -0.354 -2.604 -0.28
N -1.794 -0.860 -3.527 0.21
C 0.177 0.433 -2.735 -0.15
C 0.705 0.928 -3.915 0.02
N 1.804 1.678 -3.914 0.17
C 2.393 1.939 -2.750 -0.02
C 1.888 1.452 -1.551 -0.03
N 0.779 0.698 -1.555 -0.05
H -3.482 -2.000 -3.307 0.20
H -3.210 -1.817 -0.762 0.16
H 0.225 0.716 -4.863 0.15
H 3.286 2.553 -2.762 0.15
H 2.373 1.657 -0.605 0.12
B 2.143 -3.755 0.582 -0.12
C 1.377 -2.466 0.389 -0.03
N 0.775 -1.476 0.289 -0.02
H 1.455 -4.535 1.222 0.12
H 2.374 -4.549 -0.400 0.21
H 3.336 -3.532 0.768 0.13
```

The total energy is -27507.966 eV. Its frontier orbital gap (alpha / beta) is 8.386 / 5.623 eV. The spin multiplicity is 4. As for the charge: +3. For the HOMO energy (alpha / beta), the calculation gives -19.552 / -19.063 eV.

=====

2.
The following is a quantum chemistry calculation of C11H18ClNO2 as an isolated structure, from OMol25.

The geometry in XYZ format:
```
33
Properties=species:S:1:pos:R:3:lowdin_charge:R:1
C -2.128 0.433 0.783 -0.03
N -0.806 -0.108 0.941 -0.25
C -0.626 -1.533 0.833 -0.07
C 0.250 0.781 0.859 -0.51
Cl 1.834 0.094 0.500 0.74
H -2.844 -0.393 0.730 0.09
H -2.390 1.088 1.624 0.11
H -2.192 1.024 -0.143 0.10
H -1.626 -1.979 0.803 0.09
H -0.075 -1.775 -0.088 0.08
H -0.063 -1.914 1.695 0.10
H 0.046 1.528 0.079 0.12
C 2.243 4.884 5.826 -0.06
C 1.992 3.824 4.758 -0.58
C 3.232 2.930 4.658 -0.04
C 0.737 3.020 5.143 -0.06
C 0.290 2.007 4.071 -0.42
O -0.394 1.012 4.379 -0.02
C 0.694 2.252 2.736 0.02
C 1.282 3.470 2.307 -0.42
O 1.493 3.756 1.117 -0.01
C 1.683 4.485 3.406 -0.06
H 1.378 5.549 5.926 0.09
H 2.423 4.402 6.795 0.09
H 3.121 5.488 5.573 0.09
H 3.133 2.165 3.884 0.08
H 4.109 3.546 4.425 0.09
H 3.411 2.437 5.621 0.09
H 0.900 2.496 6.094 0.13
H -0.084 3.744 5.275 0.13
H 0.378 1.442 1.932 0.03
H 0.834 5.174 3.557 0.13
H 2.548 5.072 3.068 0.13
```

Its energy above the lowest of the compared OMol25 structures with the same formula, charge and spin is 0.00 kJ/mol. The total energy is -29802.884 eV. Its frontier orbital gap is 6.577 eV. As for the charge: 0. For the HOMO energy, the calculation gives -7.955 eV.

=====

3.
The following is a quantum chemistry calculation of C11H18I2O4SSiTiY as an isolated structure, from OMol25.

The geometry in XYZ format:
```
39
Properties=species:S:1:pos:R:3:lowdin_charge:R:1
I 0.744 -4.189 -0.129 0.82
I 0.738 3.932 -0.038 0.82
Ti -0.097 1.554 0.572 -0.13
Y -0.437 -1.687 0.609 0.69
S 0.511 0.125 -1.054 0.52
C -2.420 -2.069 -0.832 0.00
C -2.180 -2.256 2.312 0.04
C -0.073 0.076 -3.139 -0.57
C 0.792 1.161 -3.751 -0.05
C -1.559 0.319 -3.201 -0.06
C 0.347 -1.335 -3.496 -0.08
C -1.490 1.905 2.189 -0.05
C -1.863 2.001 -0.378 -0.16
O -2.987 -2.484 3.108 0.24
O -3.334 -2.268 -1.509 0.23
O -2.241 2.315 2.978 0.26
O -2.854 2.370 -0.871 0.24
H 0.596 1.249 -4.834 0.15
H 1.861 0.949 -3.608 0.11
H 0.603 2.141 -3.295 0.09
H -1.973 -0.154 -4.106 0.14
H -1.813 1.384 -3.218 0.10
H -2.085 -0.142 -2.355 0.03
H 0.163 -1.542 -4.561 0.14
H -0.208 -2.081 -2.915 0.05
H 1.411 -1.499 -3.290 0.10
C 2.176 -1.333 2.247 -0.20
Si 1.020 0.180 2.368 0.32
C 0.073 -0.205 3.941 -0.18
C 2.193 1.621 2.601 -0.17
H 1.687 -2.321 2.339 0.01
H 2.839 -1.189 3.121 0.10
H 2.793 -1.338 1.336 0.06
H 0.828 -0.163 4.745 0.09
H -0.720 0.533 4.126 0.03
H -0.392 -1.204 3.925 0.03
H 2.792 1.275 3.466 0.10
H 2.861 1.793 1.741 0.06
H 1.699 2.575 2.853 0.05
```

The total energy is -78915.824 eV. Its frontier orbital gap (alpha / beta) is 5.866 / 4.470 eV. The spin multiplicity is 2. As for the charge: +4. For the HOMO energy (alpha / beta), the calculation gives -21.893 / -21.894 eV.

=====

4.
The following is a quantum chemistry calculation of an isolated ion of composition C11H18IN2O and charge +1, from OMol25.

The geometry in XYZ format:
```
33
Properties=species:S:1:pos:R:3:lowdin_charge:R:1
C -1.330 -0.925 -1.959 -0.06
C -1.562 1.236 -0.894 -0.36
C -2.301 -1.076 1.216 -0.01
C -0.599 0.617 0.172 -0.10
C -1.026 -0.809 0.451 -0.35
C -0.888 -1.690 1.636 -0.65
C -0.290 -1.251 2.911 -0.13
C 1.448 -0.128 -1.246 -0.05
C 1.753 0.880 0.970 -0.01
C 0.919 2.316 -0.953 -0.02
C 0.848 0.876 -0.318 -0.52
N -1.852 0.314 -1.934 0.19
N -1.052 -1.574 -0.857 0.14
O -2.002 2.361 -0.910 0.15
I -0.615 -3.929 1.334 0.90
H -1.264 -1.408 -2.948 0.18
H -2.906 -0.300 1.807 0.16
H -2.911 -1.859 0.909 0.07
H -0.621 1.305 0.907 0.12
H 0.734 -1.034 2.726 0.05
H -0.390 -2.102 3.621 0.08
H -0.790 -0.322 3.376 0.13
H 0.850 -0.472 -2.225 0.12
H 1.622 -1.087 -0.799 0.08
H 2.430 0.244 -1.433 0.09
H 2.727 1.115 0.643 0.08
H 1.272 1.608 1.650 0.11
H 1.948 -0.029 1.474 0.06
H 2.030 2.622 -1.034 0.13
H 0.493 2.999 -0.314 0.05
H 0.446 2.398 -2.031 0.14
H -2.348 0.735 -2.749 0.20
H -0.665 -2.479 -0.830 0.03
```

Its energy above the lowest of the compared OMol25 structures with the same formula, charge and spin is 0.00 kJ/mol. The total energy is -24818.850 eV. Its frontier orbital gap is 8.953 eV. As for the charge: +1. For the HOMO energy, the calculation gives -13.122 eV.

=====

5.
The following is a quantum chemistry calculation of C11H18MoNO4S as an isolated structure, from OMol25.

The geometry in XYZ format:
```
36
Properties=species:S:1:pos:R:3:lowdin_charge:R:1
Mo -0.375 0.060 -0.011 1.84
C 0.436 2.760 -1.628 0.09
O -0.132 2.064 -0.424 -0.40
C -0.273 2.891 0.808 -0.06
C -1.618 2.538 1.363 -0.02
O -1.728 1.051 1.222 -0.30
C -3.122 0.547 1.360 -0.03
C -3.064 -0.877 0.909 -0.03
O -2.148 -0.855 -0.306 -0.48
C -2.615 -1.702 -1.483 0.08
H 1.369 3.227 -1.324 0.13
H -0.308 3.488 -1.941 0.13
H 0.586 2.002 -2.389 0.11
H -0.203 3.943 0.534 0.17
H 0.555 2.632 1.468 0.16
H -2.439 2.952 0.779 0.16
H -1.720 2.795 2.417 0.18
H -3.743 1.176 0.723 0.17
H -3.425 0.632 2.404 0.18
H -4.026 -1.269 0.583 0.17
H -2.601 -1.555 1.623 0.15
H -2.628 -2.737 -1.152 0.12
H -1.916 -1.516 -2.292 0.11
H -3.607 -1.330 -1.728 0.13
O 1.497 0.075 -0.183 -0.28
N 2.435 -0.914 -0.156 -0.12
C 3.725 -0.609 -0.234 0.14
C 4.660 -1.677 -0.203 0.12
C 4.228 -2.984 -0.103 0.09
C 2.853 -3.262 -0.028 0.09
C 1.934 -2.185 -0.046 -0.54
S 0.278 -2.291 0.067 1.05
H 3.995 0.438 -0.324 0.19
H 5.715 -1.428 -0.269 0.17
H 4.943 -3.801 -0.085 0.17
H 2.483 -4.280 0.051 0.16
```

The total energy is -34018.930 eV. Its frontier orbital gap (alpha / beta) is 6.515 / 6.697 eV. The spin multiplicity is 2. As for the charge: +4. For the HOMO energy (alpha / beta), the calculation gives -23.879 / -24.490 eV.

=====

6.
The following is a quantum chemistry calculation of one molecule with the formula C11H18N2O2, from OMol25.

The geometry in XYZ format:
```
33
Properties=species:S:1:pos:R:3:lowdin_charge:R:1
C 1.686 -0.586 1.805 -0.11
N 2.880 -0.642 0.991 -0.28
C 3.283 -2.006 0.719 -0.11
H 3.453 -2.517 1.666 0.08
H 2.531 -2.569 0.145 0.08
H 4.215 -1.998 0.157 0.09
C 2.767 0.154 -0.222 -0.22
C 1.725 -0.288 -1.140 -0.01
C 0.875 -0.749 -1.853 0.01
C -0.238 -1.202 -2.677 -0.21
H -0.282 -2.305 -2.654 0.13
O -1.476 -0.648 -2.277 -0.12
C -1.900 -1.066 -1.003 -0.21
C -2.999 -0.123 -0.504 -0.18
O -2.617 1.224 -0.419 -0.13
C -1.531 1.499 0.435 -0.22
C -1.562 2.998 0.758 -0.14
C -2.630 3.303 1.675 -0.24
N -3.466 3.525 2.422 0.15
H -1.724 3.550 -0.171 0.13
H -0.614 3.309 1.205 0.12
H -0.578 1.258 -0.059 0.11
H -1.608 0.909 1.363 0.13
H -3.830 -0.129 -1.211 0.13
H -3.346 -0.488 0.476 0.13
H -2.305 -2.090 -1.046 0.13
H -1.055 -1.064 -0.299 0.10
H -0.092 -0.872 -3.710 0.13
H 3.733 0.125 -0.738 0.12
H 2.568 1.191 0.071 0.12
H 1.445 0.454 2.021 0.08
H 0.813 -1.057 1.325 0.08
H 1.878 -1.099 2.746 0.09
```

Its energy above the lowest of the compared OMol25 structures with the same formula, charge and spin is 525.26 kJ/mol. The total energy is -18770.819 eV. Its frontier orbital gap is 9.666 eV. As for the charge: 0. For the HOMO energy, the calculation gives -9.059 eV.